C26H71Cl14O22P3 | ωB97M-V/def2-TZVPD

Geometry as XYZ:
```
136
Properties=species:S:1:pos:R:3:mulliken_charge:R:1
C -4.53 5.68 0.18 -0.89
O -4.66 4.27 0.43 -0.35
P -4.08 3.24 -0.70 0.17
O -4.08 1.80 -0.33 0.15
O -5.02 3.63 -2.04 -0.39
C -6.41 3.26 -2.10 -0.77
O -2.61 3.78 -1.07 0.18
C -1.82 3.05 -1.98 -0.26
H -4.08 6.09 1.08 0.27
H -5.55 6.04 0.01 0.28
H -3.93 6.10 -0.63 0.37
H -7.05 4.14 -2.09 0.33
H -6.67 2.65 -1.24 0.27
H -6.75 2.65 -2.94 0.29
H -0.88 2.74 -1.52 -0.03
H -1.60 3.73 -2.81 0.20
H -2.42 2.22 -2.35 0.16
C 5.64 -0.93 0.15 -0.61
O 5.73 0.19 -0.79 -0.09
P 6.33 1.65 -0.27 0.83
O 7.38 1.63 0.82 -0.74
O 4.99 2.39 0.27 -0.13
C 4.62 2.23 1.55 -0.53
O 6.63 2.42 -1.64 -0.22
C 7.23 3.68 -1.62 -0.83
H 6.09 -1.85 -0.21 0.20
H 4.58 -1.15 0.29 0.11
H 6.12 -0.73 1.11 0.46
H 5.06 1.37 2.06 0.30
H 3.55 2.00 1.54 0.04
H 4.80 3.19 2.03 0.30
H 7.47 4.08 -0.63 0.36
H 6.68 4.38 -2.25 0.25
H 8.20 3.46 -2.07 0.30
C 1.92 1.55 -1.05 0.51
O 1.83 1.05 0.26 -0.15
P 1.45 -0.56 0.49 0.08
O 1.69 -1.09 1.87 -0.71
O 2.26 -1.32 -0.65 1.07
C 1.98 -2.66 -1.00 -0.34
O -0.07 -0.66 -0.05 0.11
C -1.15 -0.47 0.86 -0.36
H 2.93 1.44 -1.44 -0.16
H 1.70 2.61 -1.19 -0.66
H 1.21 1.07 -1.73 0.27
H 2.79 -3.07 -1.59 0.00
H 1.13 -2.75 -1.68 0.06
H 1.82 -3.36 -0.18 0.11
H -1.85 -1.30 0.89 0.08
H -1.68 0.45 0.60 -0.27
H -0.79 -0.42 1.89 0.24
C 4.47 -0.90 -3.80 0.18
C 3.00 -1.00 -4.40 -0.03
O 2.66 0.21 -5.04 -0.54
O 5.45 -0.90 -4.75 -0.65
H 4.58 -1.74 -3.12 0.09
H 4.62 0.03 -3.26 0.02
H 2.30 -1.12 -3.58 -0.11
H 3.07 -1.79 -5.15 0.37
H 1.77 0.44 -4.78 0.30
H 6.32 -0.68 -4.41 0.38
C -5.50 -0.52 -1.82 -0.47
C -5.10 0.19 -3.16 -0.44
O -4.36 -0.64 -4.04 -0.59
O -4.46 -0.73 -0.95 -0.18
H -5.93 -1.48 -2.12 0.52
H -6.26 0.09 -1.33 0.36
H -4.69 1.19 -3.01 0.06
H -6.05 0.50 -3.59 0.35
H -5.01 -1.29 -4.33 0.35
H -4.15 0.14 -0.71 0.27
C -0.59 -3.53 2.88 0.42
C -2.04 -3.88 2.70 -0.18
O -2.44 -4.89 3.62 -0.62
O -0.40 -2.74 4.10 -0.58
H -0.15 -3.02 2.02 -0.60
H 0.06 -4.40 2.96 0.42
H -2.21 -4.23 1.68 0.33
H -2.66 -2.99 2.81 0.07
H -2.68 -4.31 4.35 0.47
H -0.18 -3.31 4.84 0.27
C -2.25 -3.38 -1.55 1.14
C -1.85 -2.87 -2.92 -0.87
O -1.81 -1.45 -3.10 -0.42
O -3.71 -3.34 -1.38 -0.64
H -1.79 -2.86 -0.70 -0.58
H -1.93 -4.41 -1.39 0.05
H -2.50 -3.35 -3.65 0.36
H -0.88 -3.24 -3.25 0.32
H -2.69 -1.16 -3.35 0.29
H -3.99 -2.43 -1.30 0.37
C -3.61 -1.90 5.78 -0.62
C -2.57 -0.71 5.72 -0.45
O -2.08 -0.55 4.38 0.03
O -2.91 -3.12 5.74 -0.53
H -4.47 -1.86 5.11 0.26
H -4.05 -1.74 6.77 0.38
H -1.73 -1.05 6.33 0.33
H -2.96 0.24 6.07 0.38
H -1.47 -1.28 4.21 -0.01
H -2.36 -3.36 6.49 0.28
C 1.86 3.93 -5.07 -0.02
Cl 0.33 4.68 -5.54 -0.17
Cl 2.26 4.13 -3.35 -0.08
H 1.79 2.88 -5.33 -0.06
H 2.65 4.32 -5.71 0.34
C 1.20 -6.43 0.91 -0.13
Cl 0.19 -5.83 -0.40 -0.10
Cl 1.95 -8.02 0.56 -0.17
H 2.00 -5.69 1.01 0.13
H 0.66 -6.52 1.86 0.29
C 3.85 -0.52 4.93 -0.02
Cl 3.10 1.04 4.56 -0.10
Cl 5.64 -0.37 4.75 -0.19
H 3.62 -0.90 5.92 0.38
H 3.48 -1.17 4.13 -0.10
C 5.11 -5.68 -1.92 -0.35
Cl 4.97 -4.66 -0.41 -0.13
Cl 3.51 -6.12 -2.57 -0.13
H 5.60 -5.03 -2.64 0.25
H 5.64 -6.61 -1.72 0.36
C -0.11 6.26 -0.14 -0.43
Cl -0.38 6.82 -1.81 -0.16
Cl 0.34 4.59 -0.18 0.05
H 0.66 6.80 0.40 0.39
H -1.04 6.31 0.42 0.13
C -4.43 1.24 2.88 1.58
Cl -4.60 1.87 4.55 -0.20
Cl -5.87 0.29 2.39 -0.23
H -4.40 2.08 2.18 -0.64
H -3.50 0.69 2.73 -0.57
C -0.81 2.52 3.50 0.85
Cl 0.26 3.39 4.63 -0.19
Cl -1.80 3.47 2.36 -0.06
H -0.12 1.87 2.96 -0.41
H -1.57 1.94 4.02 -0.26
```

Results
HOMO level: -0.3464 Ha
multiplicity: 1
lowest unoccupied orbital energy: 0.19 eV
frontier orbital gap: 9.62 eV
DFT total energy: -276342.1941 eV